# 1
A molecular structure, C30H29AsFN4O8SbSe4Ti in a non-equilibrium geometry. Source: the OMol25 dataset; level of theory: ωB97M-V/def2-TZVPD.

The geometry in XYZ format:
```
79
Properties=species:S:1:pos:R:3:forces:R:3
Ti 0.1986 0.6995 0.9875 1.000 3.012 0.656
O -3.1734 -0.6696 1.2559 -0.263 0.131 -0.065
C -2.4578 0.2629 0.9337 -0.061 0.335 -0.148
O -1.6786 0.9789 1.6766 0.026 -1.002 -0.121
C -2.2637 0.6240 -0.5416 -0.383 -0.338 0.276
C -3.1393 0.3804 -1.5823 0.126 0.248 -0.190
C -2.6687 0.6303 -2.8686 -0.012 -0.042 0.004
C -1.3399 0.9871 -3.0738 0.014 0.045 0.017
C -0.5232 1.1470 -1.9674 0.027 -0.099 -0.004
N -1.0249 1.0367 -0.7495 -0.047 -0.710 0.200
C 0.9930 1.2679 -1.9674 -0.065 0.097 -0.073
O 1.5807 1.2732 -3.0434 0.041 0.053 0.024
O 1.4786 1.3042 -0.7894 -0.267 -0.559 -0.008
H -4.1350 0.0129 -1.3813 0.003 -0.002 0.007
H -3.3268 0.4994 -3.7196 0.009 -0.015 -0.003
H -0.9128 1.1125 -4.0587 -0.005 0.003 -0.001
C -2.3072 -6.1995 2.1012 -0.009 0.004 -0.007
C -0.8294 -6.1588 1.7264 -0.089 -0.008 0.017
C -0.4402 -7.1995 0.6864 -0.001 0.024 -0.024
C -1.1270 -6.9180 -0.6428 -0.009 -0.011 -0.007
C -0.8934 -5.4915 -1.0656 0.014 0.080 0.100
C -0.9834 -5.1138 -2.3837 0.002 0.059 -0.055
C -0.7342 -3.7949 -2.7656 -0.067 -0.122 -0.006
F -0.8601 -3.4933 -4.0736 0.021 0.010 0.005
C -0.3682 -2.8357 -1.8707 0.019 0.002 0.030
C -0.2757 -3.1983 -0.5180 -0.038 -0.010 0.032
C 0.1236 -2.2005 0.4640 0.444 -0.015 0.083
O 0.5441 -1.0880 0.0561 -0.402 -0.205 -0.209
C 0.1176 -2.5710 1.8300 0.012 -0.042 0.053
C -0.1576 -3.8673 2.1383 -0.008 0.046 0.026
N -0.4690 -4.8193 1.2385 0.005 -0.036 -0.002
C -0.5549 -4.5066 -0.1101 -0.032 -0.097 -0.003
C 0.5094 -1.6340 2.9738 -0.111 -0.104 -0.052
O 0.8916 -2.1728 4.0067 -0.060 0.031 0.055
O 0.3819 -0.3832 2.7645 -0.073 -0.460 -0.611
H -2.5840 -7.1991 2.4413 -0.003 0.004 0.003
H -2.9374 -5.9305 1.2528 0.003 -0.007 -0.001
H -2.5163 -5.4905 2.9021 0.003 0.003 -0.003
H -0.2325 -6.3229 2.6246 0.018 0.025 -0.002
H -0.7076 -8.1891 1.0595 0.016 -0.006 0.001
H 0.6438 -7.1745 0.5511 0.003 -0.008 0.007
H -2.1997 -7.1139 -0.5574 -0.004 0.009 -0.004
H -0.7477 -7.5896 -1.4144 -0.016 -0.006 -0.006
H -1.2463 -5.8387 -3.1447 0.018 0.004 -0.008
H -0.1528 -1.8199 -2.1769 0.007 0.002 0.022
H -0.1044 -4.1723 3.1768 0.025 -0.011 -0.007
C 3.1428 0.9530 3.5368 0.012 -0.029 0.084
As 2.6657 0.8579 1.6633 1.219 -1.534 -0.149
C 3.5849 -0.9152 1.1974 -0.219 0.543 0.223
C 4.0355 1.9928 0.9111 0.022 0.024 -0.177
H 4.0943 0.4365 3.6739 0.017 0.032 0.004
H 2.3776 0.4796 4.1466 -0.059 0.014 -0.036
H 3.2368 2.0015 3.8117 -0.063 0.028 0.033
H 4.6364 -0.8924 1.4914 -0.001 0.030 -0.005
H 3.5064 -1.0579 0.1195 -0.035 0.004 -0.004
H 3.0936 -1.7389 1.7186 -0.049 0.022 -0.001
H 4.9784 1.7119 1.3834 0.006 0.034 0.015
H 3.8014 3.0342 1.1145 -0.032 0.026 0.005
H 4.0975 1.8239 -0.1621 -0.080 0.022 -0.016
N 0.2442 8.6439 -2.0290 0.106 -0.104 0.228
C -0.5463 7.8699 -2.8082 0.065 -0.030 0.005
O -1.1554 8.2798 -3.7867 -0.011 0.001 0.104
C -0.5723 6.4483 -2.3312 -0.074 -0.038 -0.183
C -1.7699 5.8460 -1.9728 0.008 0.038 0.007
C -1.7179 4.5894 -1.4012 0.022 -0.063 0.088
N -0.5835 3.9231 -1.1840 -0.147 0.007 -0.198
C 0.5526 4.4973 -1.5518 0.027 0.135 0.055
C 0.6075 5.7525 -2.1419 0.046 -0.033 0.144
H 0.2644 9.6335 -2.2047 -0.017 -0.004 0.029
H 0.5742 8.2764 -1.1336 -0.037 0.119 -0.149
H -2.7099 6.3720 -2.0721 0.005 -0.001 -0.027
H -2.6260 4.1083 -1.0529 -0.001 -0.004 -0.007
H 1.4645 3.9659 -1.2991 -0.014 -0.061 -0.100
H 1.5642 6.1993 -2.3718 0.013 0.017 0.006
Se -2.1745 5.6679 2.2060 0.251 -0.023 -0.005
Sb 0.2169 5.3962 2.5047 0.101 0.653 0.106
Se 0.8578 2.8441 1.8285 -0.342 0.167 -0.058
Se 1.1717 5.1367 4.7282 -0.185 0.044 -0.199
Se 1.6962 6.8026 1.0861 -0.387 -0.346 0.180
```
Positions in Å, forces in eV/Å.

orbital gap	0.157	Ha
max |F|	3.2	eV/A
lowest unoccupied orbital energy	2.72	eV
net charge	-2
HOMO level	-0.0569	Eh

---

# 2
A single C4H11NO2 molecule. Source: the OMol25 dataset; level of theory: ωB97M-V/def2-TZVPD.

The geometry in XYZ format:
```
18
Properties=species:S:1:pos:R:3:forces:R:3
C -0.5522 -1.9613 0.6909 -0.561 0.193 0.064
C 0.3990 -0.9292 0.1212 -0.212 -0.167 0.113
O 1.3438 -0.6039 1.1275 0.818 0.099 0.028
C -0.3492 0.3467 -0.3305 0.347 -0.714 -0.514
N -0.8273 1.1702 0.7467 -0.096 0.579 -0.039
C 0.5475 1.1776 -1.2315 0.214 0.590 0.308
O -0.0356 2.4236 -1.5834 -0.041 -0.319 -0.106
H -0.0696 -2.8972 0.9362 0.279 -0.189 -0.107
H -1.3642 -2.1491 -0.0203 0.150 -0.087 0.058
H -1.0114 -1.6153 1.6176 0.012 0.189 0.041
H 0.9153 -1.4035 -0.7197 -0.021 0.213 -0.227
H 2.1909 -0.3758 0.7097 -0.486 -0.095 0.256
H -1.2067 0.0098 -0.9199 -0.107 0.108 -0.024
H -0.0581 1.5366 1.2998 -0.129 -0.288 0.082
H -1.4843 0.6857 1.3356 -0.030 -0.003 0.190
H 1.5022 1.3686 -0.7090 -0.116 -0.018 -0.012
H 0.7934 0.6326 -2.1378 -0.084 -0.107 -0.205
H -0.7336 2.5839 -0.9330 0.064 0.018 0.094
```
Positions in Å, forces in eV/Å.

orbital gap	0.379	Ha
max |F|	0.9	eV/A
lowest unoccupied orbital energy	0.77	eV
structure (SMILES)	C[C@H](O)[C@@H](N)CO
HOMO level	-0.3507	Eh

---

# 3
16 unconnected molecules or ions with the total composition H32O16 in a non-equilibrium geometry. Source: the OMol25 dataset; level of theory: ωB97M-V/def2-TZVPD.

The geometry in XYZ format:
```
48
Properties=species:S:1:pos:R:3:forces:R:3
O 0.1878 -5.5655 1.2034 0.236 -0.328 1.143
H 0.9391 -5.5184 0.6133 -0.492 -0.029 -0.526
H -0.5690 -5.0875 0.8705 0.006 0.142 -0.605
O -2.8974 -4.4403 -1.6165 0.190 -0.133 -0.315
H -2.3444 -4.4236 -2.4155 0.103 -0.136 0.390
H -3.2858 -3.5671 -1.6039 -0.273 0.271 0.132
O -0.3660 3.8044 -2.2086 -0.033 -0.569 -0.619
H -0.4399 4.4078 -2.9504 0.034 0.738 0.190
H -0.3972 2.9759 -2.6968 -0.075 -0.571 0.347
O 0.5349 5.8139 -0.7224 -0.003 -0.406 0.780
H 1.1430 5.0819 -0.8592 0.554 0.168 -0.533
H -0.1194 5.2975 -0.2300 -0.464 0.572 -0.131
O 3.4521 4.3237 0.9773 -1.359 0.042 0.280
H 2.6156 3.8351 1.1707 0.991 -0.183 -0.211
H 3.1553 5.1603 1.3517 0.578 0.519 -0.192
O 2.3063 -0.9653 2.4171 0.592 -0.495 -0.369
H 3.2309 -1.1685 2.6163 0.171 0.471 -0.450
H 1.9420 -1.4499 3.1520 -0.782 -0.258 0.431
O 2.2453 0.0426 4.8554 -0.518 0.593 0.291
H 1.4593 0.2563 4.3365 0.213 -0.165 -0.362
H 2.1653 0.7083 5.5463 0.333 -0.152 0.411
O -3.1463 3.8997 1.9684 -0.682 -0.195 0.850
H -3.5241 3.1353 1.5217 0.432 -0.133 -0.794
H -3.5815 3.7757 2.8254 0.315 0.568 0.044
O -0.8192 0.1678 -2.7791 -0.768 0.786 -1.443
H -1.0833 -0.6935 -3.1097 0.264 -0.120 0.446
H -0.3835 0.1232 -1.9492 0.480 -0.532 0.993
O -4.6664 1.4143 -1.7835 -0.077 -0.129 0.028
H -4.6083 1.7133 -2.6928 -0.022 0.067 -0.116
H -3.7503 1.3203 -1.5078 0.195 0.106 0.167
O 1.9700 -2.3867 -2.8428 -0.203 0.255 -0.104
H 2.6738 -2.8598 -3.2965 -0.008 -0.003 0.051
H 1.6378 -2.9769 -2.1549 0.406 0.066 -0.020
O 1.8312 -4.6870 -1.0634 -1.273 -0.124 -0.433
H 2.0363 -4.2217 -0.2485 0.953 0.059 -0.263
H 2.5539 -4.9734 -1.6270 0.564 0.186 0.740
O -2.0020 1.8129 0.6006 -1.046 -0.330 -1.130
H -2.1206 0.9316 1.0232 0.909 1.139 0.174
H -1.3601 2.4043 0.9942 0.021 -0.433 0.522
O -1.5253 -0.5595 1.5079 -0.498 -0.542 0.223
H -0.8883 -0.7743 0.8235 0.318 -0.079 0.260
H -1.1445 -0.7052 2.3782 0.246 -0.110 -0.231
O -0.4038 -4.1980 -3.0504 0.559 0.260 0.014
H 0.3594 -4.2729 -2.4561 -0.576 -0.580 0.213
H -0.1009 -3.4629 -3.5916 -0.193 0.129 -0.393
O 2.0452 2.3403 2.1263 -0.797 -0.045 -0.108
H 2.4078 2.3808 3.0160 0.354 -0.202 -0.229
H 2.6356 1.8306 1.5607 0.126 -0.157 0.459
```
Positions in Å, forces in eV/Å.

orbital gap	0.364	Ha
max |F|	1.8	eV/A
lowest unoccupied orbital energy	-0.65	eV
HOMO level	-0.3878	Eh

---

# 4
4 unconnected molecules or ions with the total composition C2H13NO4 in a non-equilibrium geometry. Source: the OMol25 dataset; level of theory: ωB97M-V/def2-TZVPD.

The geometry in XYZ format:
```
20
Properties=species:S:1:pos:R:3:forces:R:3
N -1.0316 0.9574 -0.3473 -0.480 -0.851 -1.030
C -0.8477 -0.5211 -0.7131 0.349 2.073 0.970
C -1.5945 -1.3358 0.3570 0.581 -0.917 -0.773
O -0.9856 -2.6430 0.4338 -0.102 0.413 -0.079
H -1.9259 1.1037 -0.8028 -0.256 0.825 0.575
H -0.4082 1.5760 -0.8653 0.152 -0.376 -0.289
H -1.1893 -0.5485 -1.7410 -0.213 -1.050 -0.112
H 0.2092 -0.7466 -0.6842 0.173 -0.331 0.087
H -1.4656 -0.8918 1.3562 -0.320 0.242 -0.551
H -2.6445 -1.4616 0.0468 0.164 0.344 0.512
H -1.6533 -3.2943 0.2366 -0.154 -0.290 -0.047
O 2.2373 -1.2551 0.7437 -0.093 0.152 0.202
H 2.1810 -1.6913 1.6008 0.107 -0.246 -0.121
H 1.7265 -0.4553 0.9245 -0.023 0.317 0.062
O 0.4599 1.1316 1.8377 -0.440 0.838 -1.294
H 0.6765 2.0703 1.9135 0.464 -0.150 0.589
H -0.1378 1.2379 1.0181 0.119 -0.897 1.225
O 1.7732 2.4540 -1.7120 0.373 -0.322 -0.058
H 2.5829 2.7517 -2.1434 -0.181 0.354 -0.069
H 2.0376 1.5617 -1.4596 -0.220 -0.127 0.199
```
Positions in Å, forces in eV/Å.

orbital gap	0.398	Ha
max |F|	2.3	eV/A
lowest unoccupied orbital energy	0.62	eV
structure (SMILES)	NCCO.O.O.O
HOMO level	-0.3751	Eh

---

Energy relative to the best compared isomer or geometry (same formula, charge and spin) (kcal/mol)
37.8 22.6 149.7 26.6